# 1
Molecular formula: C33H93N7O11
Method: DFT, ωB97M-V/def2-TZVPD

```
144
Properties=species:S:1:pos:R:3:mulliken_spin:R:1
C -1.227 -0.558 -3.671 -0.03
C -0.866 0.039 -4.988 0.34
C 0.076 1.300 -4.973 -0.16
O -0.645 2.491 -4.476 -0.06
C 0.271 3.567 -4.436 -0.01
N -0.276 -1.087 -5.654 0.21
H -1.697 0.270 -3.140 0.04
H -0.342 -0.784 -3.076 0.03
H -2.002 -1.318 -3.761 0.02
H -1.774 0.367 -5.493 0.07
H 0.654 1.478 -5.880 -0.03
H 0.916 1.027 -4.334 0.24
H -0.305 4.444 -4.139 0.01
H 0.492 3.788 -5.480 -0.01
H 0.980 3.266 -3.664 0.03
H 0.224 -0.640 -6.409 -0.27
H 0.431 -1.386 -4.998 -0.15
C -6.095 1.198 4.502 0.00
C -5.458 0.823 3.179 0.00
C -4.666 -0.537 3.181 0.00
O -3.347 -0.462 3.753 -0.01
C -2.696 0.842 3.913 0.00
N -6.456 0.752 2.116 0.00
H -5.328 1.347 5.263 0.00
H -6.732 0.440 4.958 0.00
H -6.784 2.041 4.453 0.00
H -4.869 1.736 3.088 0.00
H -4.470 -0.899 2.172 0.00
H -5.206 -1.382 3.607 0.00
H -2.637 1.379 2.967 0.00
H -1.735 0.561 4.344 0.00
H -3.164 1.499 4.646 0.00
H -7.327 1.207 2.352 0.00
H -6.169 0.989 1.177 0.00
C 1.200 0.497 -0.513 0.34
C 0.705 0.226 0.869 -0.30
C 1.780 0.171 1.850 0.18
O 2.924 -0.628 1.515 -0.02
C 3.836 -0.595 2.585 0.11
N -0.292 1.226 1.178 0.04
H 0.412 0.471 -1.265 -0.21
H 1.880 -0.343 -0.652 -0.04
H 1.659 1.485 -0.539 0.13
H 0.117 -0.691 0.846 0.00
H 1.313 -0.186 2.769 0.03
H 2.129 1.116 2.266 0.03
H 3.582 -1.398 3.275 -0.01
H 3.920 0.291 3.214 0.00
H 4.820 -0.937 2.262 0.02
H 0.072 2.163 1.077 -0.02
H -0.623 1.041 2.114 0.00
C -2.232 3.380 -1.899 -0.03
C -3.345 2.756 -1.027 -0.01
C -4.018 1.486 -1.465 0.02
O -5.283 1.204 -0.850 -0.01
C -6.031 0.152 -1.419 0.01
N -2.753 2.669 0.286 0.00
H -1.390 2.688 -1.881 0.02
H -1.762 4.284 -1.511 0.01
H -2.603 3.638 -2.891 0.00
H -4.160 3.471 -0.914 0.00
H -3.456 0.573 -1.269 -0.01
H -4.370 1.488 -2.496 0.01
H -6.946 -0.116 -0.889 0.00
H -5.555 -0.798 -1.178 0.00
H -6.413 0.262 -2.434 0.00
H -1.986 2.036 0.114 0.00
H -3.514 2.194 0.749 0.00
C 4.089 2.671 -2.765 0.13
C 4.227 1.300 -3.460 -0.20
C 5.611 1.001 -4.114 0.33
O 5.771 1.942 -5.160 -0.16
C 6.786 2.927 -4.772 0.09
N 3.618 0.380 -2.465 -0.68
H 4.227 3.473 -3.491 0.01
H 4.835 3.023 -2.052 0.03
H 3.123 2.897 -2.315 -0.06
H 3.511 1.225 -4.278 0.39
H 5.562 0.081 -4.696 -0.11
H 6.435 1.032 -3.402 0.06
H 6.600 3.398 -3.807 0.00
H 6.669 3.648 -5.581 -0.01
H 7.796 2.528 -4.864 0.01
H 2.732 0.825 -2.274 0.04
H 3.252 -0.349 -3.060 0.35
C 4.468 1.235 6.525 0.00
C 4.755 2.724 6.329 0.00
C 5.056 3.206 4.847 0.00
O 6.033 2.394 4.136 -0.01
C 6.019 2.812 2.789 0.02
N 3.500 3.471 6.662 0.00
H 3.558 0.965 5.990 0.00
H 4.337 1.168 7.605 0.00
H 5.294 0.698 6.059 0.00
H 5.580 3.065 6.955 0.00
H 5.263 4.274 4.917 0.00
H 4.103 3.128 4.323 0.00
H 6.524 1.966 2.323 0.00
H 6.513 3.726 2.459 -0.01
H 5.003 2.732 2.403 0.01
H 3.229 3.203 7.597 0.00
H 3.710 4.454 6.767 0.00
O -0.650 4.051 0.905 0.00
H -1.474 3.571 0.821 0.00
H -0.903 4.901 1.264 0.00
O 4.628 -1.591 -0.454 -0.13
H 4.395 -0.986 -1.158 0.07
H 4.275 -1.185 0.338 0.02
O 1.336 -2.514 -2.098 -0.86
H 1.736 -2.721 -2.943 0.51
H 1.462 -3.304 -1.573 0.35
O 2.511 4.235 2.088 -0.01
H 2.937 4.923 1.576 -0.01
H 1.933 3.795 1.466 0.01
C -2.968 -7.129 0.105 0.05
C -1.793 -6.379 -0.466 -0.54
C -2.043 -6.034 -1.934 0.21
C -3.049 -4.903 -2.187 0.01
C -2.701 -3.564 -1.478 -0.10
C -2.324 -3.771 0.076 -0.02
N -1.554 -5.103 0.205 0.21
O -1.101 -5.214 1.542 0.00
C -1.380 -2.603 0.502 0.18
C -3.473 -3.835 1.104 -0.04
C -0.603 -7.387 -0.310 0.21
H -3.060 -8.169 -0.210 0.00
H -2.972 -7.303 1.181 0.00
H -3.912 -6.742 -0.281 0.01
H -1.199 -6.044 -2.623 -0.04
H -2.539 -6.939 -2.285 -0.01
H -3.044 -4.770 -3.269 -0.01
H -4.041 -5.204 -1.851 0.03
H -3.604 -2.959 -1.565 0.04
H -2.033 -2.984 -2.115 0.02
H -1.952 -1.678 0.440 0.04
H -0.518 -2.433 -0.144 0.08
H -1.061 -2.735 1.536 -0.02
H -4.110 -3.014 0.773 0.01
H -3.270 -3.802 2.174 0.01
H -3.990 -4.790 1.004 -0.01
H -0.661 -8.348 -0.822 0.00
H 0.337 -6.948 -0.644 -0.04
H -0.576 -7.692 0.736 0.02
H -0.169 -4.997 1.472 0.00
```

Results
**Spin multiplicity**: 2
**Total charge**: -1
**HOMO (alpha / beta)**: 0.4 / -5.8 eV



# 2
Molecular formula: C3H3NO2
Method: DFT, ωB97M-V/def2-TZVPD

```
9
Properties=species:S:1:pos:R:3:nbo_charge:R:1
N 1.462 -0.336 -0.245 -0.38
C 0.287 -1.027 -0.406 0.89
C -1.122 1.102 0.956 -0.22
C -1.017 1.272 -0.225 -0.25
O 0.765 -1.082 0.843 -0.37
O -0.480 -1.510 -1.142 -0.51
H 2.303 -0.849 -0.519 0.36
H -1.258 0.877 1.975 0.24
H -0.941 1.554 -1.237 0.24
```

Results
**Spin multiplicity**: 1
**Relative energy (zero: lowest compared OMol25 entry of this formula, charge and spin)**: 5.669 eV
**SMILES string**: O=C1NO1.C#C
**HOMO**: -10.7 eV



# 3
Molecular formula: C4H7NO
Method: DFT, ωB97M-V/def2-TZVPD

```
13
Properties=species:S:1:pos:R:3:nbo_charge:R:1
C -0.715 1.266 0.154 -0.62
C -0.723 -0.130 -0.473 -0.05
C 0.491 -0.858 -0.256 -0.24
C 1.624 -0.280 0.430 0.42
H -1.847 1.784 0.074 0.22
H -0.340 1.143 1.171 0.22
H 0.103 1.955 -0.429 0.22
H -1.228 -0.167 -1.404 0.20
H -1.202 -2.026 0.048 0.36
H 0.621 -1.404 -1.155 0.22
H 1.372 -0.294 1.614 0.14
N -0.760 -1.174 0.458 -0.57
O 2.605 0.185 -0.232 -0.52
```

Results
**Spin multiplicity**: 1
**Relative energy (zero: lowest compared OMol25 entry of this formula, charge and spin)**: 3.432 eV
**SMILES string**: C[C@@H]1N[C@@H]1C=O
**HOMO**: -10.2 eV



# 4
Molecular formula: C5H11FN2O2
Method: DFT, ωB97M-V/def2-TZVPD

```
21
Properties=species:S:1:pos:R:3:nbo_charge:R:1
C -1.156 -1.406 0.216 0.71
C 1.042 1.256 0.333 -0.64
C 1.531 -1.045 1.281 -0.67
C -0.181 -0.725 -0.505 0.30
C 1.160 -0.281 0.062 0.31
N -0.392 -0.246 -1.819 -0.80
N -1.950 1.563 -0.036 -1.06
O -2.166 -1.235 0.825 -0.55
O -0.363 -2.363 -0.247 -0.52
F 2.101 -0.503 -0.911 -0.36
H 0.165 1.407 1.090 0.25
H 0.902 1.738 -0.605 0.22
H 1.970 1.803 0.603 0.22
H 2.723 -1.109 1.270 0.24
H 0.977 -0.747 2.245 0.24
H 1.230 -2.070 1.060 0.24
H -1.037 -0.894 -2.341 0.39
H 0.468 -0.129 -2.408 0.40
H -2.288 0.942 -0.658 0.36
H -2.541 1.517 0.780 0.36
H -2.197 2.524 -0.235 0.36
```

Results
**Spin multiplicity**: 1
**Relative energy (zero: lowest compared OMol25 entry of this formula, charge and spin)**: 2.595 eV
**SMILES string**: CC(C)(F)[C@@]1(N)OC1=O.N
**HOMO**: -10.1 eV



# 5
Molecular formula: C31H58BrN4OP3Ru
Method: DFT, ωB97M-V/def2-TZVPD

```
99
Properties=species:S:1:pos:R:3:mulliken_spin:R:1
N 6.614 0.627 -3.376 0.00
C 5.971 -0.496 -3.069 0.00
C 4.737 -0.471 -2.403 0.01
C 4.106 0.763 -2.179 0.03
C 4.829 1.936 -2.434 0.02
C 6.090 1.811 -3.065 0.00
C 2.648 0.667 -1.695 0.01
Ru 1.397 1.896 -0.750 1.91
P -1.634 2.912 -0.228 0.12
C 1.572 1.194 -2.572 -0.07
C 0.341 0.361 -2.920 -0.03
C -0.862 0.821 -2.388 0.24
C -2.060 0.092 -2.488 0.09
C -2.139 -0.942 -3.445 0.22
C -0.901 -1.463 -3.909 0.12
C 0.323 -0.844 -3.642 -0.04
Br -3.727 -1.597 -3.971 0.24
H 2.511 -0.363 -1.353 0.07
H 1.908 1.897 -3.349 0.04
H 4.227 -1.408 -2.158 0.00
H 4.434 2.923 -2.199 0.00
H 6.406 -1.457 -3.349 0.00
H 6.671 2.704 -3.326 0.00
H -0.837 1.837 -1.946 -0.08
H 1.255 -1.155 -4.125 0.00
H -2.908 0.342 -1.877 0.00
H -0.906 -2.332 -4.551 0.00
P 1.568 1.115 1.276 -0.10
C -3.166 3.324 -1.244 0.00
C -4.162 4.367 -0.743 0.01
H -3.644 2.359 -1.398 0.00
H -2.775 3.707 -2.201 0.00
H -4.921 4.500 -1.532 0.00
H -4.711 4.108 0.175 0.00
H -3.735 5.364 -0.591 0.00
C -1.040 4.661 -0.237 0.02
C -1.686 5.597 0.760 0.01
H -1.229 4.993 -1.274 0.00
H 0.044 4.621 -0.092 0.00
H -1.069 6.503 0.827 0.00
H -2.671 5.941 0.431 0.00
H -1.803 5.152 1.758 0.00
C -2.540 2.510 1.378 0.01
C -4.056 2.304 1.490 0.00
H -2.196 3.285 2.078 0.00
H -2.082 1.550 1.655 0.00
H -4.241 1.616 2.320 0.00
H -4.614 3.203 1.766 0.00
H -4.475 1.858 0.585 0.00
C 0.281 0.247 2.218 -0.03
C 0.412 0.140 3.726 0.00
H 0.188 -0.741 1.740 0.01
H -0.655 0.764 1.997 -0.01
H 1.348 -0.335 4.034 0.00
H 0.331 1.105 4.227 0.00
H -0.392 -0.456 4.170 0.00
C 1.509 3.033 1.472 0.01
C 2.275 3.876 0.409 0.10
H 2.033 3.040 2.431 0.01
H 0.474 3.384 1.574 -0.01
H 3.333 3.923 0.666 0.00
H 2.244 3.533 -0.676 0.01
H 1.836 4.856 0.333 0.02
C 3.162 0.641 2.034 0.01
C 4.238 0.468 0.964 0.01
H 3.004 -0.277 2.631 0.00
H 3.422 1.434 2.752 0.00
H 5.238 0.768 1.310 0.00
H 4.266 -0.580 0.602 0.00
H 4.047 1.117 0.103 -0.01
C -0.305 -3.638 3.358 0.00
N -1.313 -3.509 2.298 0.00
C -2.280 -2.445 2.561 0.00
P -0.769 -3.555 0.684 -0.05
O -0.042 -2.372 0.166 0.02
N 0.211 -4.903 0.759 0.55
C 1.278 -5.023 -0.234 -0.02
C -0.352 -6.197 1.133 0.01
N -2.209 -3.908 -0.101 0.35
C -3.266 -4.688 0.522 -0.01
C -2.284 -3.900 -1.558 -0.01
H 0.242 -2.696 3.540 0.00
H 0.421 -4.416 3.092 0.00
H -0.809 -3.926 4.290 0.00
H -1.801 -1.450 2.625 0.00
H -3.030 -2.423 1.761 0.00
H -2.785 -2.657 3.514 0.00
H 1.773 -4.055 -0.364 0.00
H 2.004 -5.758 0.143 0.02
H 0.898 -5.369 -1.213 0.04
H -0.944 -6.126 2.050 0.00
H -0.968 -6.634 0.326 0.03
H 0.498 -6.869 1.320 0.01
H -4.228 -4.201 0.306 0.02
H -3.306 -5.717 0.129 0.02
H -3.136 -4.725 1.610 0.00
H -3.279 -3.558 -1.871 0.02
H -1.553 -3.211 -1.995 0.01
H -2.119 -4.905 -1.982 0.01
```

Results
**Spin multiplicity**: 5
**Total charge**: +4
**HOMO (alpha / beta)**: -18.0 / -18.0 eV



# 6
Molecular formula: C13H19NNdSi
Method: DFT, ωB97M-V/def2-TZVPD

```
35
Properties=species:S:1:pos:R:3:mulliken_spin:R:1
C 0.038 -1.499 -3.690 -0.01
C -1.290 -1.627 -3.185 0.00
C -1.223 -2.309 -1.932 0.00
C 0.153 -2.589 -1.658 0.00
C 0.928 -2.083 -2.744 0.00
Nd -0.090 0.015 -1.504 3.03
C -0.970 2.108 -2.739 -0.01
C 0.442 2.168 -3.130 0.00
C 0.810 2.583 -4.407 0.00
N 1.366 1.606 -2.296 -0.01
H -2.059 -2.497 -1.252 0.00
H -2.196 -1.202 -3.631 0.00
H 0.543 -3.039 -0.740 0.00
H 2.021 -2.095 -2.809 0.00
H 0.331 -0.976 -4.606 0.00
H -1.665 1.773 -3.470 0.00
H 2.338 1.711 -2.633 0.00
H -1.353 2.374 -1.763 0.00
H 0.020 2.905 -5.057 0.00
H 1.843 2.581 -4.710 0.00
C -1.596 0.911 4.216 0.00
Si -0.002 0.007 3.837 0.00
C 1.582 0.934 4.217 0.00
C 0.014 -1.830 4.219 0.00
C -0.006 0.004 2.069 -0.03
C 0.042 -0.009 0.846 0.03
H -1.675 0.957 5.324 0.00
H -2.449 0.366 3.762 0.00
H -1.564 1.927 3.763 0.00
H 1.655 0.982 5.324 0.00
H 2.439 0.404 3.763 0.00
H 1.532 1.950 3.762 0.00
H -0.881 -2.306 3.762 0.00
H 0.911 -2.291 3.766 0.00
H 0.010 -1.916 5.325 0.00
```

Results
**Spin multiplicity**: 4
**Total charge**: -1
**HOMO (alpha / beta)**: -2.4 / -2.4 eV



# 7
Molecular formula: C33H67NO18
Method: DFT, ωB97M-V/def2-TZVPD

```
119
Properties=species:S:1:pos:R:3:mulliken_charge:R:1
C -0.027 1.046 -0.476 -0.56
N 0.666 -0.291 -0.437 0.88
O 0.062 -1.314 -0.723 -0.53
O 1.851 -0.270 -0.042 -0.52
H 0.748 1.805 -0.585 0.20
H -0.533 1.136 0.486 0.24
H -0.775 1.038 -1.269 0.28
O 5.431 -10.438 -0.171 -0.59
C 5.900 -9.357 0.153 0.71
O 5.288 -8.216 -0.042 -0.26
C 4.159 -7.951 -0.874 -0.25
C 3.818 -6.443 -0.925 -1.08
C 7.195 -9.212 0.896 -0.92
H 3.298 -8.484 -0.472 0.28
H 4.298 -8.369 -1.871 0.32
H 2.979 -6.285 -1.602 0.36
H 4.696 -5.869 -1.222 0.30
H 3.540 -6.135 0.083 0.28
H 7.076 -8.330 1.525 0.32
H 8.003 -8.963 0.208 0.25
H 7.369 -10.136 1.448 0.28
O -1.873 3.514 -5.424 -0.57
C -3.033 3.400 -5.829 0.74
O -3.467 3.814 -7.075 -0.28
C -2.490 4.410 -7.976 -0.18
C -3.126 4.812 -9.302 -1.17
C -4.176 2.932 -4.935 -1.00
H -1.656 3.721 -8.113 0.30
H -1.922 5.272 -7.626 0.30
H -3.826 5.642 -9.213 0.30
H -3.744 3.980 -9.640 0.31
H -2.443 5.076 -10.110 0.37
H -4.977 3.655 -4.774 0.30
H -3.811 2.708 -3.933 0.28
H -4.705 2.077 -5.355 0.29
O -3.333 0.921 6.422 -0.54
C -2.883 0.839 5.315 0.68
O -1.626 0.463 4.939 -0.29
C -0.580 0.519 5.857 -0.28
C -0.508 -0.647 6.939 -1.03
C -3.781 0.872 4.094 -0.87
H -0.508 1.458 6.406 0.31
H 0.303 0.494 5.218 0.31
H -0.712 -1.644 6.548 0.25
H -1.284 -0.536 7.697 0.29
H 0.436 -0.678 7.482 0.37
H -3.526 -0.063 3.596 0.24
H -3.508 1.710 3.452 0.25
H -4.833 0.864 4.379 0.30
O -9.026 -0.263 0.555 -0.52
C -8.588 -1.278 0.978 0.62
O -7.365 -1.858 0.716 -0.24
C -6.710 -1.440 -0.458 -0.17
C -5.247 -1.921 -0.411 -1.14
C -9.253 -2.029 2.121 -0.92
H -6.745 -0.354 -0.550 0.29
H -7.165 -1.839 -1.364 0.26
H -4.607 -1.315 0.232 0.23
H -4.721 -1.787 -1.356 0.39
H -5.112 -2.983 -0.207 0.32
H -10.273 -1.649 2.182 0.31
H -8.702 -1.881 3.050 0.26
H -9.263 -3.055 1.753 0.30
O 5.315 5.168 1.038 -0.60
C 5.349 4.172 0.317 0.63
O 4.658 3.902 -0.742 -0.13
C 3.908 4.887 -1.389 -0.28
C 3.724 4.294 -2.809 -1.02
C 6.120 3.013 0.809 -0.86
H 4.375 5.871 -1.394 0.35
H 2.944 5.057 -0.908 0.27
H 3.189 5.022 -3.419 0.40
H 2.989 3.490 -2.757 0.23
H 4.581 3.822 -3.289 0.25
H 7.081 3.524 0.879 0.28
H 6.198 2.206 0.081 0.22
H 5.812 2.619 1.777 0.26
O 7.978 1.152 -6.368 -0.55
C 8.138 1.767 -5.328 0.68
O 7.845 1.365 -4.093 -0.33
C 7.377 0.049 -3.875 -0.22
C 5.897 0.001 -4.230 -1.01
C 8.854 3.105 -5.403 -0.94
H 7.469 -0.191 -2.815 0.31
H 7.925 -0.688 -4.462 0.32
H 5.619 0.501 -5.158 0.32
H 5.296 0.415 -3.421 0.24
H 5.604 -1.041 -4.358 0.34
H 8.961 3.491 -6.417 0.31
H 9.810 2.986 -4.893 0.26
H 8.209 3.844 -4.926 0.27
O -3.273 -5.065 4.821 -0.62
C -2.232 -5.692 4.652 0.77
O -1.774 -6.595 5.405 -0.32
C -2.534 -7.107 6.494 -0.25
C -3.499 -8.240 6.000 -1.04
C -1.277 -5.395 3.535 -0.91
H -3.127 -6.326 6.971 0.31
H -1.811 -7.448 7.235 0.29
H -4.201 -8.444 6.809 0.34
H -2.988 -9.175 5.769 0.30
H -4.139 -7.952 5.167 0.32
H -0.250 -5.598 3.838 0.29
H -1.319 -4.307 3.480 0.25
H -1.556 -5.735 2.538 0.27
O -1.202 5.623 2.109 -0.54
C -1.496 6.770 1.907 0.71
O -2.675 7.240 1.311 -0.34
C -3.667 6.342 0.891 -0.20
C -4.735 5.979 1.986 -1.08
C -0.617 7.912 2.163 -0.99
H -3.177 5.416 0.592 0.30
H -4.169 6.794 0.035 0.30
H -4.273 5.534 2.868 0.29
H -5.477 5.286 1.589 0.36
H -5.351 6.825 2.289 0.30
H 0.435 7.653 2.042 0.31
H -0.875 8.228 3.174 0.25
H -0.641 8.784 1.510 0.33
```

Results
**Spin multiplicity**: 1
**Relative energy (zero: lowest compared OMol25 entry of this formula, charge and spin)**: 2.041 eV
**SMILES string**: C[N+](=O)[O-].CCOC(C)=O.CCOC(C)=O.CCOC(C)=O.CCOC(C)=O.CCOC(C)=O.CCOC(C)=O.CCOC(C)=O.CCOC(C)=O
**HOMO**: -10.1 eV



# 8
Molecular formula: C5H11NO2
Method: DFT, ωB97M-V/def2-TZVPD

```
19
Properties=species:S:1:pos:R:3:nbo_charge:R:1
C 0.432 -1.689 0.891 -0.64
C 0.288 -0.901 -0.528 -0.04
C -0.584 0.367 -0.386 0.17
C -1.670 0.684 0.577 -0.50
C -0.360 1.349 0.759 0.05
H 0.852 -2.713 0.685 0.22
H -0.592 -1.619 1.269 0.21
H 1.167 -1.108 1.619 0.20
H -0.062 -1.707 -1.106 0.19
H 2.254 -0.322 -0.203 0.39
H 1.691 -1.235 -1.688 0.39
H 0.587 0.933 -1.867 0.51
H -2.314 1.574 0.369 0.26
H -2.046 -0.303 1.079 0.23
H 0.221 1.367 1.810 0.20
H -0.513 2.314 -0.703 0.48
N 1.564 -0.381 -1.042 -0.86
O -0.588 0.760 -1.781 -0.75
O -0.326 2.631 0.249 -0.71
```

Results
**Spin multiplicity**: 1
**Relative energy (zero: lowest compared OMol25 entry of this formula, charge and spin)**: 5.221 eV
**SMILES string**: C[C@H](N)[C@@]1(O)C[C@@H]1O
**HOMO**: -9.1 eV